Formula: C26H34N4O4
Source: the Open Molecules 2025 dataset
Level of theory: ωB97M-V/def2-TZVPD

The geometry in XYZ format:
```
68
Properties=species:S:1:pos:R:3
O 3.94 1.75 5.22
O -4.33 2.32 -0.75
O -4.33 -0.80 -2.07
O -0.47 -5.64 -1.15
C 3.28 1.04 4.47
C -3.29 2.79 -1.16
C -3.71 0.10 -2.62
C 1.89 -0.46 2.54
C 2.78 0.52 2.14
C 1.24 -1.21 6.72
C -0.80 -3.53 -2.23
C -1.12 -3.75 0.18
C 2.14 -0.23 6.30
C 0.55 -1.97 5.77
C -1.15 -2.17 -2.15
C -1.47 -2.39 0.25
C -0.79 -4.33 -1.06
C 2.34 0.01 4.93
C 1.65 -0.75 3.97
C 0.75 -1.75 4.40
C -1.51 -1.59 -0.91
N 3.45 1.25 3.12
N 0.05 -2.54 3.50
N -4.21 0.62 -3.74
N -2.34 2.08 -1.78
C -3.01 4.26 -1.00
C -3.63 1.66 -4.60
C 3.29 1.50 -3.75
C 3.06 0.86 0.70
C 3.27 0.92 -2.34
C 1.84 0.68 -0.23
C 2.01 1.38 -1.59
C -1.90 -0.12 -0.78
C -2.37 0.63 -2.04
H -0.68 -6.12 -0.34
H 1.35 -1.03 1.79
H 1.08 -1.39 7.78
H -0.54 -3.99 -3.17
H -1.13 -4.36 1.07
H 2.68 0.36 7.04
H -0.14 -2.74 6.10
H -1.16 -1.60 -3.06
H -1.75 -1.95 1.20
H 4.14 1.96 2.87
H 0.37 -2.55 2.54
H -0.41 -3.38 3.87
H -5.11 0.24 -4.01
H -1.52 2.58 -2.07
H -2.17 4.40 -0.31
H -3.90 4.74 -0.58
H -2.77 4.70 -1.96
H -2.55 1.53 -4.69
H -4.07 1.60 -5.60
H -3.85 2.65 -4.18
H 4.20 1.18 -4.28
H 3.28 2.59 -3.72
H 2.43 1.16 -4.33
H 3.89 0.24 0.35
H 3.38 1.90 0.64
H 4.17 1.23 -1.81
H 3.28 -0.18 -2.41
H 0.97 1.11 0.26
H 1.66 -0.39 -0.39
H 2.06 2.46 -1.44
H 1.13 1.17 -2.20
H -1.03 0.40 -0.38
H -2.69 -0.05 -0.03
H -1.62 0.45 -2.81
```

Calculated values
HOMO-LUMO gap, eV: 7.74
SMILES: CNC(=O)[C@H](Cc1ccc(O)cc1)NC(C)=O.CCCCCc1cc2c(N)cccc2c(=O)[nH]1
HOMO energy, eV: -7.53
LUMO level, eV: 0.2

Formula: C26H35BIrN10O4
Source: the Open Molecules 2025 dataset
Level of theory: ωB97M-V/def2-TZVPD

The geometry in XYZ format:
```
77
Properties=species:S:1:pos:R:3
Ir -0.17 -0.02 -0.12
C -1.89 -3.14 1.02
C -0.82 -2.50 1.84
C -0.33 -2.95 3.06
C 0.67 -2.07 3.44
C 1.52 -2.11 4.66
N 0.77 -1.14 2.48
N -0.14 -1.39 1.51
B 1.76 0.03 2.37
N 0.92 1.30 2.25
N -0.18 1.28 1.48
C -0.78 2.49 1.53
C -2.01 2.82 0.76
C -0.06 3.27 2.42
C 1.01 2.50 2.85
C 2.10 2.86 3.79
N 2.53 -0.19 1.05
N 1.85 -0.67 -0.02
C 2.76 -0.95 -0.99
C 2.46 -1.66 -2.27
C 4.01 -0.60 -0.52
C 3.83 -0.13 0.78
C 4.86 0.33 1.75
H -2.08 -4.14 1.39
H -1.59 -3.22 -0.03
H -2.81 -2.57 1.08
H -0.66 -3.83 3.59
H 1.22 -2.94 5.28
H 1.42 -1.19 5.23
H 2.57 -2.22 4.40
H 2.50 0.07 3.30
H -2.30 2.00 0.11
H -1.84 3.71 0.15
H -2.83 3.04 1.44
H -0.29 4.28 2.70
H 1.92 3.86 4.19
H 3.06 2.86 3.28
H 2.17 2.16 4.62
H 1.43 -2.02 -2.30
H 3.12 -2.52 -2.36
H 2.65 -1.02 -3.13
H 4.95 -0.73 -1.04
H 5.85 0.23 1.31
H 4.83 -0.26 2.67
H 4.71 1.37 2.01
O 1.93 2.60 -5.12
C 1.13 1.60 -5.41
O 0.87 1.25 -6.53
C 0.52 0.82 -4.28
C -0.30 -0.27 -4.50
N -0.69 -0.74 -3.30
N -0.15 -0.02 -2.31
C 0.58 0.93 -2.88
C 1.26 1.87 -1.95
O 2.00 2.74 -2.34
O 0.94 1.68 -0.70
H 2.04 2.75 -4.16
H -0.62 -0.70 -5.44
H -1.30 -1.52 -3.11
N -2.20 -0.35 -0.37
C -3.35 -0.51 -0.26
N -4.61 -0.72 -0.18
C -5.24 -1.85 -0.91
C -6.04 -2.70 0.07
C -7.05 -1.82 0.81
C -6.32 -0.72 1.58
C -5.51 0.14 0.62
H -4.46 -2.43 -1.41
H -5.90 -1.42 -1.67
H -5.36 -3.16 0.79
H -6.54 -3.49 -0.48
H -7.64 -2.43 1.50
H -7.75 -1.38 0.10
H -5.66 -1.16 2.33
H -7.03 -0.07 2.10
H -4.90 0.88 1.15
H -6.16 0.67 -0.08
```

Calculated values
<S²>: 0.75
Spin multiplicity: 2
HOMO-LUMO gap (alpha / beta), eV: 7.51 / 5.81
HOMO energy (alpha / beta), eV: -14.71 / -14.71
Charge: +2
LUMO level (alpha / beta), eV: -7.2 / -8.9

Formula: C26H35Br6N5O
Source: the Open Molecules 2025 dataset
Level of theory: ωB97M-V/def2-TZVPD

The geometry in XYZ format:
```
73
Properties=species:S:1:pos:R:3
N -1.14 -3.76 2.09
C -0.38 -3.17 1.26
N 1.02 -3.48 1.21
N -0.76 -2.15 0.38
C -0.13 -2.06 -0.96
C -1.16 -2.03 -2.10
C -1.21 -0.69 -2.87
C -2.40 0.18 -2.44
C -2.33 0.42 -0.95
C -3.42 0.04 -0.11
N -3.41 0.15 1.19
C -2.25 0.64 1.73
C -2.12 0.74 3.13
C -0.96 1.18 3.69
C 0.14 1.56 2.87
C 1.45 1.98 3.46
O 2.37 0.88 3.48
C 3.17 0.75 2.37
C 4.21 1.63 2.14
C 5.01 1.46 1.02
C 4.76 0.43 0.13
C 3.72 -0.45 0.37
C 2.92 -0.29 1.49
C 0.01 1.50 1.50
C -1.17 1.03 0.91
N -1.24 0.93 -0.45
H -2.10 -3.44 2.01
H 1.46 -3.05 2.01
H 1.08 -4.48 1.40
H -1.76 -2.19 0.29
H 0.57 -2.88 -1.10
H 0.46 -1.14 -0.99
H -2.16 -2.25 -1.72
H -0.90 -2.82 -2.81
H -1.26 -0.89 -3.94
H -0.30 -0.14 -2.66
H -2.30 1.15 -2.92
H -3.34 -0.29 -2.70
H -4.31 -0.39 -0.57
H -2.95 0.44 3.76
H -0.85 1.23 4.76
H 1.86 2.81 2.88
H 1.34 2.32 4.49
H 4.42 2.42 2.84
H 5.84 2.13 0.84
H 5.38 0.29 -0.75
H 3.52 -1.26 -0.32
H 2.10 -0.96 1.69
H 0.83 1.78 0.85
Br -6.24 0.58 -3.55
C -7.22 -1.10 -3.66
C -7.39 -1.73 -2.31
Br -5.75 -2.54 -1.66
H -6.67 -1.73 -4.35
H -8.18 -0.85 -4.09
H -8.12 -2.54 -2.36
H -7.70 -1.02 -1.56
Br 4.16 2.96 5.51
C 5.57 4.03 6.32
C 6.86 3.26 6.44
Br 6.79 1.95 7.87
H 5.20 4.36 7.29
H 5.70 4.89 5.67
H 7.68 3.93 6.69
H 7.09 2.71 5.53
Br 0.10 -2.30 -6.44
C -0.69 -1.04 -7.69
C -0.10 0.34 -7.54
Br -0.75 1.23 -5.94
H -1.76 -1.05 -7.51
H -0.48 -1.43 -8.68
H -0.40 0.97 -8.38
H 0.98 0.32 -7.47
```

Calculated values
HOMO-LUMO gap, eV: 8.66
SMILES: [H]/N=C(/N)NCCCCc1cnc2ccc(COc3ccccc3)cc2n1.BrCCBr.BrCCBr.BrCCBr
HOMO energy, eV: -8.60
LUMO level, eV: 0.1

Formula: C26H35BrClNNaO6S
Source: the Open Molecules 2025 dataset
Level of theory: ωB97M-V/def2-TZVPD

The geometry in XYZ format:
```
72
Properties=species:S:1:pos:R:3
C -2.80 4.29 2.42
C -3.22 3.40 1.19
C -3.24 1.85 1.60
Cl -5.02 1.45 1.89
C -2.77 1.01 0.38
C -3.35 1.38 -0.94
C -2.93 0.61 -2.11
Br -3.68 1.18 -3.84
C -1.99 -0.53 -2.04
O -1.63 -1.22 -3.19
C -0.24 -0.86 -3.48
C -0.02 -0.24 -4.92
C -1.24 -0.39 -5.91
C 1.36 -0.74 -5.55
C 1.40 -2.31 -5.72
C 2.61 -0.16 -4.73
C -1.46 -0.89 -0.73
C -1.83 -0.11 0.49
C -1.20 -0.52 1.87
O -1.84 -0.42 2.89
C 0.26 -1.09 1.79
C 1.34 -0.82 2.88
C 0.79 -0.80 4.37
C 1.00 0.65 4.97
C 0.28 0.88 6.36
S 1.06 2.36 7.15
O 0.72 2.43 8.56
O 0.64 3.56 6.38
O 2.70 2.29 7.07
C 0.57 -1.83 0.68
C 1.98 -2.47 0.43
C 2.36 -2.59 -1.08
C 2.23 -3.94 -1.91
N 2.82 -1.54 -1.66
C -0.50 -2.10 -0.45
O -0.60 -3.14 -1.04
H -1.86 3.90 2.92
H -3.62 4.39 3.18
H -2.58 5.33 2.03
H -2.43 3.52 0.40
H -4.22 3.72 0.79
H -2.62 1.73 2.52
H -4.07 2.23 -1.01
H 0.18 -0.11 -2.74
H 0.37 -1.79 -3.30
H 0.13 0.87 -4.77
H -1.84 0.56 -5.85
H -1.91 -1.25 -5.69
H -0.85 -0.41 -6.97
H 1.45 -0.27 -6.57
H 0.41 -2.72 -5.37
H 1.64 -2.61 -6.77
H 2.22 -2.74 -5.08
H 3.50 -0.83 -4.79
H 2.31 -0.03 -3.65
H 2.82 0.88 -5.11
H 2.22 -1.50 2.85
H 1.74 0.22 2.67
H -0.24 -1.21 4.51
H 1.47 -1.48 4.98
H 2.11 0.73 5.17
H 0.77 1.47 4.24
H -0.77 1.20 6.13
H 0.35 -0.03 7.00
H 3.08 3.19 7.12
H 2.75 -1.78 0.88
H 2.12 -3.46 0.95
H 1.44 -3.84 -2.70
H 3.23 -4.16 -2.40
H 1.95 -4.76 -1.20
H 3.04 -1.80 -2.63
Na 1.10 4.19 4.21
```

Calculated values
HOMO-LUMO gap, eV: 6.50
HOMO energy, eV: -11.11
Charge: +1
LUMO level, eV: -4.6

Formula: C26H35ClN6OS
Source: the Open Molecules 2025 dataset
Level of theory: ωB97M-V/def2-TZVPD

The geometry in XYZ format:
```
70
Properties=species:S:1:pos:R:3
C 0.10 1.18 -3.04
H 0.20 1.57 -4.06
H 1.10 1.02 -2.65
H -0.41 0.23 -3.09
C -0.68 2.17 -2.18
H -0.10 3.09 -2.06
H -1.61 2.43 -2.69
C -1.06 1.60 -0.81
N -2.12 2.41 -0.24
C -1.68 3.64 0.38
C -0.53 3.48 1.37
C 0.63 2.77 0.68
C 0.15 1.43 0.12
H 0.96 0.94 -0.43
H -0.12 0.78 0.96
H 1.01 3.39 -0.13
H 1.45 2.60 1.39
H -0.22 4.46 1.74
H -0.85 2.89 2.23
H -1.35 4.32 -0.42
H -2.54 4.11 0.87
C -3.24 1.74 0.36
H -3.54 0.94 -0.33
H -4.07 2.45 0.40
C -3.06 1.13 1.76
C -4.23 0.21 2.13
N -4.23 -0.97 1.30
C -5.12 -1.18 0.32
O -6.13 -0.52 0.15
C -4.75 -2.36 -0.58
H -5.63 -2.67 -1.14
H -4.33 -3.19 -0.01
S -3.53 -1.88 -1.86
C -2.05 -2.06 -1.00
N -0.88 -1.96 -1.62
N 0.01 -2.17 -0.64
C 1.35 -2.18 -0.72
C 2.03 -2.43 0.46
C 1.29 -2.69 1.64
N -0.03 -2.67 1.67
C -0.67 -2.40 0.55
N -1.97 -2.33 0.32
C 1.94 -3.06 2.93
H 1.16 -3.26 3.66
H 2.55 -3.95 2.82
H 2.56 -2.25 3.30
C 3.54 -2.43 0.46
C 4.12 -1.13 -0.04
C 4.99 -1.11 -1.13
C 5.51 0.08 -1.61
C 5.18 1.28 -1.01
C 4.34 1.28 0.09
C 3.83 0.09 0.57
Cl 2.81 0.14 1.97
H 4.08 2.21 0.58
H 5.58 2.21 -1.38
H 6.18 0.06 -2.46
H 5.25 -2.04 -1.61
H 3.90 -3.24 -0.17
H 3.91 -2.60 1.47
C 1.96 -1.98 -2.06
H 2.45 -1.01 -2.12
H 1.17 -2.03 -2.81
H 2.70 -2.75 -2.26
H -3.37 -1.52 1.29
H -4.16 -0.09 3.18
H -5.18 0.72 1.96
H -2.13 0.54 1.79
H -2.98 1.92 2.51
H -1.49 0.61 -0.99
```

Calculated values
HOMO-LUMO gap, eV: 7.82
SMILES: CC[C@H]1CCCCN1CCCNC(=O)CSc1nc2nc(C)c(Cc3ccccc3Cl)c(C)n2n1
HOMO energy, eV: -7.57
LUMO level, eV: 0.3

Formula: C26H35CrN8S2
Source: the Open Molecules 2025 dataset
Level of theory: ωB97M-V/def2-TZVPD

The geometry in XYZ format:
```
72
Properties=species:S:1:pos:R:3
Cr 0.20 0.17 0.87
C -2.70 3.32 1.93
C -1.49 2.50 1.60
N -1.41 1.21 1.87
N -2.57 0.60 2.30
C -2.40 -0.36 3.16
N -3.58 -1.00 3.52
S -0.96 -0.86 3.96
C -0.38 3.09 0.95
C -0.30 4.46 0.62
C 0.82 4.97 0.02
C 1.92 4.11 -0.24
C 1.78 2.79 0.09
N 0.69 2.25 0.65
H -3.46 2.69 2.39
H -3.13 3.78 1.03
H -2.45 4.13 2.62
H -4.29 -0.96 2.80
H -3.42 -1.92 3.91
H -1.13 5.11 0.85
H 0.87 6.03 -0.22
H 2.83 4.47 -0.69
H 2.59 2.09 -0.10
S 3.37 0.63 4.21
C 3.20 -1.01 3.73
C 2.27 -1.13 2.75
N 1.70 0.06 2.38
C 2.18 1.07 3.06
H 3.78 -1.79 4.18
H 1.95 -2.02 2.25
H 1.84 2.08 2.94
C 0.04 -4.05 1.66
C -0.73 -3.85 0.35
C -1.93 -2.93 0.57
C 0.17 -3.46 -0.81
C 0.35 -4.39 -1.81
C 1.21 -4.18 -2.89
C 1.89 -2.97 -2.93
C 1.74 -2.00 -1.96
C 2.50 -0.70 -2.14
C 1.57 0.47 -2.46
C 3.44 -0.37 -0.98
C 0.88 -2.22 -0.84
N 0.76 -1.33 0.14
H -0.57 -4.59 2.38
H 0.30 -3.10 2.11
H 0.95 -4.62 1.48
H -1.14 -4.83 0.06
H -1.62 -1.94 0.92
H -2.59 -3.35 1.33
H -2.50 -2.80 -0.36
H -0.19 -5.33 -1.74
H 1.33 -4.92 -3.66
H 2.56 -2.77 -3.76
H 3.13 -0.85 -3.03
H 0.95 0.73 -1.60
H 0.91 0.22 -3.29
H 2.15 1.35 -2.74
H 2.88 -0.18 -0.07
H 4.03 0.52 -1.22
H 4.12 -1.19 -0.79
C -2.14 3.03 -2.69
N -1.97 1.59 -2.76
C -2.81 0.83 -3.67
C -1.46 0.99 -1.70
N -0.96 0.51 -0.76
H -1.91 3.46 -3.67
H -1.45 3.44 -1.95
H -3.16 3.29 -2.41
H -2.63 1.17 -4.69
H -3.87 0.96 -3.42
H -2.55 -0.22 -3.60
```

Calculated values
<S²>: 6.17
Spin multiplicity: 5
HOMO-LUMO gap (alpha / beta), eV: 4.54 / 6.14
HOMO energy (alpha / beta), eV: -2.13 / -3.74
Charge: -1
LUMO level (alpha / beta), eV: 2.4 / 2.4

Looking at largest force on an atom for the records above, in order, we have 1.98, 2.03, 0.89, 3.32, 1.44, 2.36 eV Å⁻¹.